1:
The following is a quantum chemistry calculation of a gas-phase ion, C4H11N2S (charge -1), from the OMol25 dataset.

Results
charge: -1
molar mass: 119.2 g/mol
structure (SMILES): NCNCCC[S-]
HOMO energy: -2.29 eV
2S+1: 1

Each line ends with the natural charge from an NBO analysis.
Positions of all 18 atoms, in Å:
N -0.03 2.14 -2.20  -0.84
C 0.91 1.22 -1.60  -0.05
N 0.70 0.98 -0.18  -0.63
C -0.36 -0.03 0.05  -0.22
C -0.29 -0.63 1.46  -0.43
C -0.58 -2.12 1.55  -0.52
S -0.04 -2.96 3.09  -0.73
H -0.12 2.99 -1.65  0.35
H -0.96 1.73 -2.12  0.35
H 0.82 0.30 -2.20  0.15
H 1.94 1.53 -1.75  0.17
H 1.52 0.55 0.22  0.35
H -1.32 0.49 -0.11  0.16
H -0.38 -0.81 -0.73  0.16
H -0.85 -0.05 2.14  0.20
H 0.73 -0.43 1.81  0.19
H -1.65 -2.30 1.49  0.18
H -0.05 -2.61 0.73  0.17

=====

2:
The following is a quantum chemistry calculation of a gas-phase ion, C4H11N2S (charge -1), from the OMol25 dataset.

Results
charge: -1
molar mass: 119.2 g/mol
structure (SMILES): CN[C@@H](CN)C[S-]
HOMO energy: -2.61 eV
2S+1: 1

Each line ends with the natural charge from an NBO analysis.
Positions of all 18 atoms, in Å:
C 0.56 2.18 0.30  -0.42
N 0.07 1.01 1.11  -0.66
C -0.08 -0.42 0.51  -0.09
C -1.19 -0.39 -0.55  -0.23
N -1.95 -1.66 -0.50  -0.84
C 1.28 -0.83 0.05  -0.53
S 1.37 -2.65 -0.39  -0.74
H 0.60 3.17 0.85  0.18
H -0.22 2.39 -0.56  0.19
H 1.58 2.01 -0.03  0.17
H 0.74 0.87 1.92  0.34
H -0.46 -1.06 1.33  0.20
H -1.91 0.41 -0.45  0.18
H -0.95 -0.10 -1.65  0.16
H -1.80 -1.89 -1.50  0.35
H -1.27 -2.26 -0.14  0.38
H 1.43 -0.24 -0.93  0.17
H 2.20 -0.54 0.63  0.19

=====

Stability check: which of them is most stable? 1.